Density functional theory data (the ωB97M-V functional and the def2-TZVPD basis) for 14 unconnected molecules or ions with the total composition C39H107N23O14 at a distorted geometry.

The calculation puts the energy above the lowest of the compared OMol25 structures with the same formula, charge and spin at 0.0 kJ/mol. The HOMO energy is -7.80 eV. The calculation puts the orbital gap at 7.74 eV.

Last column: Mulliken charge in e.
Positions of all 183 atoms, in Å:
1 C 5.23 -2.61 -4.88  -1.542
2 C 5.02 -1.09 -4.96  2.020
3 C 5.64 -0.49 -6.20  -1.387
4 C 4.89 -0.81 -7.47  -0.796
5 C 3.49 -0.23 -7.31  -1.451
6 C 2.70 -0.60 -6.08  1.804
7 N 3.58 -0.72 -4.89  -0.231
8 O 2.88 -1.00 -3.71  0.636
9 C 1.68 0.56 -5.87  -1.676
10 C 1.97 -1.92 -6.38  -1.462
11 C 5.64 -0.47 -3.70  -2.166
12 H 6.07 -2.90 -4.24  0.449
13 H 5.46 -3.09 -5.84  0.320
14 H 4.31 -3.06 -4.51  0.191
15 H 5.65 0.61 -6.09  0.369
16 H 6.70 -0.67 -6.38  0.401
17 H 4.80 -1.89 -7.66  0.336
18 H 5.45 -0.51 -8.35  0.442
19 H 2.93 -0.45 -8.23  0.448
20 H 3.60 0.86 -7.43  0.417
21 H 1.28 0.65 -6.88  0.527
22 H 0.88 0.25 -5.20  -0.104
23 H 2.22 1.46 -5.61  0.441
24 H 1.52 -2.44 -5.53  -0.090
25 H 1.22 -1.88 -7.17  0.449
26 H 2.68 -2.68 -6.72  0.394
27 H 5.31 0.57 -3.65  0.336
28 H 6.73 -0.48 -3.76  0.527
29 H 5.39 -1.04 -2.80  0.307
30 H 2.83 -0.12 -3.28  0.038
31 C -3.44 -0.03 7.88  -1.745
32 C -3.05 -0.68 6.55  1.352
33 C -3.97 -1.87 6.25  -1.046
34 C -5.43 -1.50 5.92  -0.863
35 C -5.52 -0.45 4.84  -1.333
36 C -4.47 0.70 4.88  1.773
37 N -3.17 0.26 5.43  0.822
38 O -2.18 1.26 5.39  -0.447
39 C -4.21 1.07 3.42  -2.196
40 C -5.06 1.85 5.70  -1.607
41 C -1.65 -1.27 6.66  -1.368
42 H -2.99 -0.63 8.68  0.484
43 H -4.51 0.10 8.00  0.299
44 H -2.99 0.96 8.00  0.323
45 H -3.57 -2.24 5.30  -0.002
46 H -3.93 -2.63 7.03  0.589
47 H -5.83 -1.04 6.83  0.352
48 H -6.04 -2.40 5.84  0.466
49 H -6.52 -0.02 4.93  0.417
50 H -5.59 -0.88 3.84  0.444
51 H -3.78 0.24 2.87  0.241
52 H -5.13 1.40 2.93  0.496
53 H -3.50 1.90 3.39  0.378
54 H -5.36 1.49 6.69  0.381
55 H -4.31 2.60 5.94  0.274
56 H -5.99 2.24 5.31  0.457
57 H -1.56 -2.19 7.22  0.470
58 H -1.03 -0.41 6.96  0.467
59 H -1.24 -1.42 5.66  -0.202
60 H -2.42 1.82 6.15  0.328
61 C 1.06 5.64 -1.38  0.592
62 O 1.78 6.02 -0.44  -0.786
63 N 1.25 6.04 -2.65  -0.360
64 N -0.09 4.96 -1.18  0.188
65 H 0.51 5.87 -3.31  0.110
66 H 2.08 6.49 -2.98  0.215
67 H -0.32 4.81 -0.20  -0.052
68 H -0.79 4.70 -1.85  -0.058
69 C 0.56 0.08 3.32  0.262
70 O 1.06 1.12 3.83  -1.013
71 N -0.77 -0.09 3.26  1.422
72 N 1.27 -0.86 2.68  0.902
73 H -1.05 -0.88 2.69  -0.396
74 H -1.42 0.49 3.77  -0.762
75 H 2.27 -0.90 2.75  0.044
76 H 0.65 -1.49 2.19  -0.512
77 C 0.27 4.30 2.66  0.402
78 O -0.07 5.35 2.07  -0.756
79 N -0.51 3.71 3.61  -0.163
80 N 1.35 3.57 2.34  0.220
81 H -0.21 2.89 4.13  0.141
82 H -1.28 4.28 3.90  0.172
83 H 1.50 2.68 2.82  0.286
84 H 2.10 3.88 1.73  -0.011
85 C -3.16 3.37 -4.72  0.492
86 O -3.04 2.39 -5.45  -0.635
87 N -2.29 4.45 -4.75  -0.316
88 N -3.91 3.39 -3.59  -0.393
89 H -2.31 5.14 -4.02  0.180
90 H -1.61 4.55 -5.48  0.188
91 H -4.15 4.31 -3.22  0.363
92 H -4.39 2.56 -3.29  0.132
93 C -3.62 5.83 -1.32  0.769
94 O -3.64 6.15 -2.51  -0.745
95 N -3.62 4.56 -0.88  -0.193
96 N -3.57 6.71 -0.29  -0.428
97 H -3.52 3.77 -1.50  0.223
98 H -3.78 4.21 0.05  0.147
99 H -3.37 6.37 0.63  0.157
100 H -3.60 7.70 -0.45  0.224
101 C 4.85 0.31 2.95  0.637
102 O 4.81 -0.80 3.51  -0.841
103 N 5.72 0.66 1.97  -0.292
104 N 4.06 1.35 3.30  -0.134
105 H 5.75 1.60 1.63  0.233
106 H 6.32 -0.07 1.64  0.190
107 H 3.43 1.32 4.08  0.092
108 H 4.12 2.26 2.86  0.143
109 C 4.42 4.05 0.87  0.513
110 O 5.22 3.42 1.57  -0.830
111 N 4.04 3.65 -0.38  -0.126
112 N 3.70 5.10 1.33  -0.330
113 H 4.39 2.82 -0.81  0.107
114 H 3.36 4.22 -0.86  0.086
115 H 3.99 5.59 2.15  0.168
116 H 3.04 5.47 0.66  0.358
117 C 3.43 -4.07 2.41  0.664
118 O 3.09 -5.08 1.78  -0.762
119 N 3.64 -2.83 1.86  0.208
120 N 3.62 -4.04 3.76  -0.383
121 H 4.10 -2.19 2.50  0.164
122 H 3.56 -2.69 0.86  -0.159
123 H 4.17 -3.31 4.17  0.173
124 H 3.41 -4.89 4.26  0.225
125 C 3.08 -3.81 -1.58  0.492
126 O 3.84 -3.00 -1.00  -0.802
127 N 2.85 -5.02 -1.05  -0.329
128 N 2.39 -3.53 -2.71  0.053
129 H 3.20 -5.28 -0.13  0.302
130 H 2.02 -5.53 -1.31  0.147
131 H 1.91 -4.30 -3.14  0.290
132 H 2.60 -2.65 -3.18  -0.161
133 C 2.22 -0.01 -0.28  0.344
134 C 1.13 0.10 -1.35  1.742
135 C -0.26 0.44 -0.83  0.682
136 O -1.14 0.79 -1.88  -0.316
137 C -2.42 1.18 -1.42  -0.215
138 N 1.63 1.01 -2.37  -0.600
139 H 2.26 0.94 0.27  -0.030
140 H 3.22 -0.21 -0.67  0.288
141 H 1.99 -0.78 0.46  -0.799
142 H 1.06 -0.90 -1.79  -0.614
143 H -0.16 1.23 -0.07  0.534
144 H -0.67 -0.39 -0.24  -1.343
145 H -2.82 0.49 -0.67  0.140
146 H -3.10 1.14 -2.26  0.183
147 H -2.51 2.14 -0.89  -0.124
148 H 0.85 1.11 -3.03  0.147
149 H 1.66 1.96 -2.01  0.081
150 C -5.33 -2.75 -1.51  -1.373
151 C -4.56 -2.62 -2.81  0.604
152 C -3.05 -2.62 -2.57  -0.249
153 O -2.43 -2.15 -3.73  -0.503
154 C -1.01 -2.22 -3.72  -0.401
155 N -4.93 -3.74 -3.67  -0.803
156 H -6.40 -2.88 -1.70  0.375
157 H -5.22 -1.83 -0.93  0.307
158 H -4.95 -3.47 -0.78  0.250
159 H -4.81 -1.64 -3.22  0.250
160 H -2.71 -3.63 -2.32  0.482
161 H -2.87 -1.91 -1.75  -0.167
162 H -0.77 -2.17 -4.78  0.277
163 H -0.77 -3.22 -3.33  0.392
164 H -0.67 -1.41 -3.07  0.046
165 H -4.39 -3.60 -4.53  0.282
166 H -5.86 -3.66 -4.08  0.274
167 C -2.13 -5.26 3.40  -1.552
168 C -1.10 -4.29 2.76  0.362
169 C -1.80 -3.19 1.96  -0.616
170 O -0.93 -2.27 1.29  0.131
171 C -0.53 -2.65 0.00  -0.587
172 N -0.36 -3.76 3.90  -0.579
173 H -2.82 -5.62 2.62  0.428
174 H -2.85 -4.71 4.01  0.226
175 H -1.74 -6.12 3.93  0.354
176 H -0.41 -4.93 2.20  0.409
177 H -2.46 -2.57 2.57  0.068
178 H -2.44 -3.62 1.17  0.419
179 H -0.04 -1.81 -0.50  -0.181
180 H -1.30 -2.96 -0.72  -0.267
181 H 0.21 -3.45 0.06  0.548
182 H -0.96 -3.21 4.51  0.213
183 H 0.38 -3.12 3.65  0.184